No. 1
C4H7NO2 | ωB97M-V with the def2-TZVPD basis set

```
14
Properties=species:S:1:pos:R:3:mulliken_charge:R:1
C -1.1519 1.2772 -0.0234 -1.46
C 0.1018 0.4150 0.0000 0.53
C 0.7190 0.3460 1.3945 -0.09
O 0.4203 1.0865 2.2969 -0.47
C -0.1739 -1.0140 -0.4711 0.28
N 0.9031 -1.6660 -1.0029 -0.38
O -1.2511 -1.5545 -0.3112 -0.60
H -1.9505 0.7795 0.5316 0.30
H -0.9551 2.2454 0.4421 0.39
H -1.4976 1.4339 -1.0490 0.38
H 0.8876 0.8491 -0.6397 0.30
H 1.4937 -0.4388 1.5342 0.35
H 1.7116 -1.1662 -1.3325 0.21
H 0.7431 -2.5930 -1.3696 0.26
```

The calculation puts the HOMO energy at -10.04 eV. As for the orbital gap: 10.66 eV.


No. 2
C4H7NO2 | ωB97M-V with the def2-TZVPD basis set

```
14
Properties=species:S:1:pos:R:3:mulliken_charge:R:1
O 2.1964 0.0787 1.6308 -0.53
C 0.8821 0.1624 1.1840 0.39
C 0.5474 1.1749 0.1420 -0.57
N -0.2338 0.5672 -0.7150 0.12
C -0.4417 -0.7891 -0.5259 -0.76
C 0.3838 -1.1653 0.5615 0.45
O 0.7623 -2.2413 1.0191 -0.67
H 2.3380 -0.8814 1.7345 0.34
H 0.1741 0.3617 2.0179 0.21
H 0.7305 2.2393 0.1084 0.40
H -2.8153 0.4061 -1.8296 -0.16
H -0.6799 1.0608 -1.4806 0.27
H -2.9028 0.4041 -2.5680 0.15
H -0.9409 -1.3780 -1.2791 0.34
```

The calculation puts the HOMO energy (spin up / spin down) at -7.87 / -7.87 eV. As for the orbital gap (spin up / spin down): 7.97 / 7.97 eV.


No. 3
C4H7NO2 | ωB97M-V with the def2-TZVPD basis set

```
14
Properties=species:S:1:pos:R:3:mulliken_charge:R:1
N 0.3354 -1.7298 -0.4560 -0.78
C 0.4466 -0.3674 0.1799 0.64
C 0.1787 -0.5342 1.6537 -0.32
O 0.9196 -0.1769 2.5310 -0.45
C -0.7322 0.4125 -0.4242 -0.95
C -0.3379 1.7941 -0.9103 0.04
O 0.7359 2.2807 -0.6476 -0.48
H 0.8637 -1.6853 -1.3282 0.26
H 0.9562 -2.3536 0.0617 0.25
H 1.3503 0.1303 -0.1341 0.39
H -0.8919 -0.6578 1.9210 0.32
H -1.1146 -0.1477 -1.2816 0.34
H -1.6190 0.5689 0.1935 0.34
H -1.0908 2.4662 -1.3589 0.39
```

The calculation puts the HOMO energy at -9.96 eV. As for the orbital gap: 10.69 eV.


No. 4
C4H7NO2 | ωB97M-V with the def2-TZVPD basis set

```
14
Properties=species:S:1:pos:R:3:mulliken_charge:R:1
N -1.9041 -1.1526 1.0202 -0.37
C -0.6630 -1.0292 0.4673 0.53
O -0.1349 -1.9317 -0.1572 -0.61
C 0.0233 0.3070 0.7138 -0.78
C 1.2183 0.4858 -0.1911 0.12
C 1.0774 0.8713 -1.5909 -0.39
O 1.4920 1.8155 -0.6102 -0.47
H -2.4247 -1.9924 0.8181 0.25
H -2.3871 -0.3760 1.4410 0.20
H 0.3441 0.3471 1.7632 0.31
H -0.6737 1.1405 0.5640 0.36
H 2.1007 -0.0914 0.0817 0.37
H 0.0865 1.0341 -2.0162 0.22
H 1.8451 0.5719 -2.3036 0.26
```

The calculation puts the HOMO energy at -9.98 eV. As for the orbital gap: 10.80 eV.


No. 5
C4H7NO2 | ωB97M-V with the def2-TZVPD basis set

```
14
Properties=species:S:1:pos:R:3:mulliken_charge:R:1
C -1.2735 -1.3644 -0.2132 -1.03
C -0.4894 -0.1458 -0.3622 0.65
C 0.0513 0.7226 -1.1384 -0.47
N -0.4061 1.0751 0.3459 -0.23
O -1.7911 1.4668 0.5444 -0.48
H -2.3243 -1.0671 -0.1315 0.32
H -1.1335 -1.9707 -1.1089 0.28
H -0.9726 -1.9104 0.6792 0.28
H 0.1458 0.8989 -2.2009 0.33
H -1.7279 2.0978 1.2765 0.32
C 2.4819 0.0583 0.5806 -0.07
O 2.2228 -1.1182 0.6592 -0.42
H 3.3949 0.4204 0.0656 0.26
H 1.8217 0.8368 1.0037 0.25
```

The calculation puts the HOMO energy at -8.89 eV. As for the orbital gap: 9.88 eV.


No. 6
C4H7NO2 | ωB97M-V with the def2-TZVPD basis set

```
14
Properties=species:S:1:pos:R:3:mulliken_charge:R:1
O -0.0866 -0.2834 1.9510 -0.53
C -0.1419 0.3232 0.6975 0.13
C 1.2488 0.1518 0.0084 -0.72
N 0.9240 -0.2389 -1.3830 -0.30
C -0.2734 0.3490 -1.5553 -0.30
C -1.2485 -0.4759 -0.2190 0.01
O -1.1256 -1.7040 -0.2058 -0.60
H -0.9091 -0.1172 2.4294 0.34
H -0.4093 1.3869 0.7933 0.35
H 1.7972 -0.6622 0.4879 0.35
H 1.8421 1.0704 0.0431 0.26
H 0.7931 -1.2532 -1.4038 0.34
H -0.1700 1.4364 -1.3979 0.26
H -2.2408 0.0172 -0.2459 0.40
```

The calculation puts the HOMO energy (spin up / spin down) at -8.80 / -8.79 eV. As for the orbital gap (spin up / spin down): 7.74 / 7.77 eV.


No. 7
C4H7NO2 | ωB97M-V with the def2-TZVPD basis set

```
14
Properties=species:S:1:pos:R:3:mulliken_charge:R:1
C 0.0548 -1.5285 -1.1362 -0.96
N 0.3336 -0.1690 -0.6475 0.04
C 0.6884 0.8217 -1.5217 0.12
O 0.6947 1.9760 -1.1531 -0.53
C -0.6502 0.2541 0.3840 -0.45
C -0.1962 -0.4748 1.6545 -0.04
O -0.8461 -0.5253 2.6646 -0.48
H -0.2616 -2.1008 -0.1567 0.30
H -0.6658 -1.6100 -1.8290 0.40
H 0.9800 -1.9549 -1.5402 0.35
H 1.2185 0.4284 -2.4896 0.24
H -1.6794 -0.0285 0.0172 0.30
H -0.9272 1.2905 0.5672 0.36
H 0.8312 -0.8821 1.5872 0.37
```

The calculation puts the HOMO energy at -9.97 eV. As for the orbital gap: 10.69 eV.


No. 8
C4H7NO2 | ωB97M-V with the def2-TZVPD basis set

```
14
Properties=species:S:1:pos:R:3:mulliken_charge:R:1
C -2.3321 -0.1286 -0.1116 -0.99
C -0.8585 -0.1908 0.0877 0.76
N -0.0389 0.6364 -0.4515 -0.55
O -0.3267 -1.1211 0.7751 -0.57
C 1.5384 -0.6048 0.4383 -0.31
C 2.2322 0.5848 -0.1051 0.17
O 2.8322 1.3431 0.6164 -0.50
H -2.7939 -0.0814 0.8624 0.29
H -2.6703 0.7118 -0.7091 0.33
H -2.6803 -1.0319 -0.5976 0.27
H -0.4478 1.3851 -0.9710 0.16
H 1.6388 -0.7044 1.4941 0.28
H 1.6979 -1.4936 -0.1365 0.30
H 2.2090 0.6954 -1.1914 0.36
```

The calculation puts the HOMO energy at -9.87 eV. As for the orbital gap: 9.66 eV.


Here are the calculated max |F| numbers, same order: 0.60, 0.34, 2.49, 0.39, 0.80, 0.44, 5.43, 1.30 (eV/Å).
Here are the calculated energy above the lowest of the compared OMol25 structures with the same formula, charge and spin numbers, same order: 46.0, 339.2, 208.4, 133.0, 624.2, 542.2, 210.9, 357.9 (kJ/mol).